ORCA calculation (the ωB97M-V functional and the def2-TZVPD basis) on C14H8BrCl2IrN2O2 as an isolated structure.

Computed properties:
energy above the lowest of the compared OMol25 structures with the same formula, charge and spin: 0.0 kJ/mol
LUMO (spin up / spin down): -8.5910 / -8.5904 eV
HOMO energy (spin up / spin down): -14.805 / -14.805 eV
charge: +2

Positions of all 30 atoms, in Å:
Ir1 -0.21 -0.17 0.18
Cl1 -3.10 -4.14 -0.38
C1 -1.41 -4.07 -0.22
C2 -0.65 -5.26 -0.22
C3 0.71 -5.24 -0.13
Cl2 1.60 -6.70 -0.16
C4 1.42 -4.00 0.00
C5 2.80 -3.83 0.09
C6 3.33 -2.55 0.19
C7 2.48 -1.45 0.23
N1 1.16 -1.60 0.15
C8 0.62 -2.85 0.02
C9 -0.76 -2.86 -0.11
O1 -1.34 -1.63 -0.16
H1 -1.17 -6.20 -0.32
H2 3.46 -4.69 0.06
H3 4.40 -2.39 0.25
H4 2.86 -0.44 0.32
O2 0.19 2.71 5.46
C10 0.15 1.97 4.38
C11 0.15 0.56 4.38
C12 0.09 -0.12 3.19
N2 0.05 0.55 2.02
C13 0.05 1.89 2.04
Br1 -0.04 2.44 0.21
C14 0.09 2.66 3.15
H5 0.22 2.20 6.29
H6 0.18 0.01 5.31
H7 0.08 -1.20 3.14
H8 0.09 3.74 3.12

ORCA calculation (the ωB97M-V functional and the def2-TZVPD basis) on C14H8Cl5CoO6Te as an isolated structure.

Computed properties:
spin multiplicity: 5
LUMO (spin up / spin down): -0.2203 / -2.3403 eV
HOMO energy (spin up / spin down): -8.446 / -9.101 eV

Positions of all 35 atoms, in Å:
Co1 0.09 0.69 0.03
Cl1 -5.56 -2.76 1.29
C1 -3.92 -2.29 1.10
C2 -2.89 -3.25 1.40
Cl2 -3.34 -4.82 1.93
C3 -1.57 -2.92 1.26
Cl3 -0.30 -4.02 1.61
C4 -1.20 -1.62 0.81
O1 0.00 -1.24 0.68
C5 -2.25 -0.65 0.51
O2 -1.89 0.50 0.10
C6 -3.61 -1.03 0.67
Cl4 -4.81 0.14 0.31
C7 0.44 3.55 2.48
Te1 0.53 1.42 2.61
C8 2.64 1.75 2.69
C9 2.78 3.14 3.26
C10 3.97 3.55 3.86
C11 4.08 4.84 4.36
C12 3.02 5.72 4.26
C13 1.84 5.31 3.66
C14 1.71 4.02 3.16
H1 -0.45 3.92 2.98
H2 0.41 3.83 1.43
H3 3.03 1.67 1.68
H4 3.10 0.99 3.32
H5 4.80 2.86 3.94
H6 5.00 5.15 4.83
H7 3.10 6.72 4.65
H8 1.00 6.00 3.58
O3 0.35 2.49 -1.37
Cl5 1.45 1.62 -1.82
O4 2.19 2.15 -2.89
O5 2.25 1.38 -0.61
O6 0.82 0.32 -2.12

Sequential maximum force output: 0.38, 0.35 eV/A